# 1
Density functional theory data (ωB97M-V/def2-TZVPD) for a gas-phase ion, C41H65N16O10 (charge +1) in a non-equilibrium geometry.

Geometry as XYZ:
```
132
Properties=species:S:1:pos:R:3:forces:R:3
C -0.423016 -6.130062 1.614566 0.417 0.133 -0.346
C 0.358616 -5.698004 0.816912 -0.363 -0.028 0.212
C 1.291914 -5.142878 -0.152103 0.414 0.115 -0.211
H 1.548782 -5.914921 -0.891112 0.051 0.162 0.065
H 2.205769 -4.834833 0.367961 -0.090 -0.138 -0.131
O 0.821770 -3.972159 -0.810237 0.189 -0.144 0.339
C -0.051936 -4.181964 -1.898630 -0.627 -0.183 -0.203
H -0.109351 -3.213694 -2.402421 -0.021 -0.062 -0.075
C -1.466044 -4.621486 -1.514923 0.313 -0.029 -0.045
H -1.445894 -5.552640 -0.934172 -0.051 0.091 -0.121
O -2.046172 -3.584742 -0.744266 0.289 -0.009 -0.135
C -3.354860 -3.831685 -0.268989 -0.393 0.086 -0.059
H -3.359377 -4.703088 0.400301 -0.016 0.079 0.005
C -4.379871 -4.074328 -1.400882 0.294 -0.200 0.093
O -4.095802 -3.336619 -2.569442 0.154 -0.115 0.086
C -4.748261 -2.100119 -2.735105 -0.033 0.445 -0.032
C -4.251324 -0.994871 -1.788467 -0.285 -0.334 -0.093
N -2.813342 -0.989373 -1.747510 0.043 -0.186 -0.168
C -2.036673 0.049615 -2.036982 0.155 0.136 -0.005
N -0.705408 -0.176082 -2.013832 -0.014 -0.035 -0.494
C 0.044693 0.858760 -2.424633 -0.289 -0.039 0.210
N -0.417083 2.081445 -2.669290 0.224 0.370 -0.055
C -1.741986 2.212151 -2.595236 0.146 -0.633 -0.254
N -2.593896 1.226600 -2.314836 -0.316 0.029 0.061
N -2.272899 3.414187 -2.927217 -0.070 0.086 -0.064
C -3.659329 3.690618 -2.634902 -0.310 -0.042 -0.084
C -3.726955 4.644868 -1.413391 -0.233 -0.151 -0.147
N -2.452879 4.587885 -0.729639 0.053 0.246 0.097
C -2.076025 3.661309 0.170158 -0.361 0.034 0.038
O -0.912723 3.555456 0.530852 0.270 -0.193 0.255
C -3.151536 2.810217 0.851750 -0.141 0.545 0.203
N -2.717769 1.440127 0.968144 0.771 -0.485 -0.206
C -1.491223 0.905359 1.106094 0.067 -0.644 0.058
C -1.719202 -0.450986 1.217517 0.181 0.685 -0.079
N -3.051350 -0.647276 1.156199 0.157 -0.589 0.213
N -3.636157 0.482789 1.011661 -1.128 0.488 -0.190
C -0.733124 -1.561470 1.315007 -0.113 0.127 0.457
H -1.263791 -2.502329 1.156424 0.113 0.072 -0.048
C -0.014833 -1.586953 2.674758 -0.062 -0.205 0.106
C 1.024047 -2.706421 2.708499 -0.118 0.224 0.048
H 1.852403 -2.493655 2.037785 0.183 -0.036 -0.110
H 1.429871 -2.796796 3.712435 0.105 -0.035 0.094
H 0.583382 -3.660428 2.432590 -0.032 -0.143 -0.020
H 0.507639 -0.632859 2.799579 -0.008 0.038 -0.045
C -1.017951 -1.702981 3.831925 -0.025 0.056 -0.189
C -1.994143 -2.869471 3.714168 0.165 0.191 0.076
H -1.467488 -3.800550 3.523487 -0.001 -0.225 -0.036
H -2.544540 -2.981406 4.645569 -0.098 -0.077 0.058
H -2.710975 -2.698376 2.914734 -0.128 -0.060 -0.105
H -1.578221 -0.770308 3.899016 0.038 -0.025 0.079
H -0.448301 -1.804159 4.757005 0.056 0.059 0.024
N 0.266183 -1.409342 0.223811 0.155 -0.243 -0.104
H 0.639044 -2.339068 -0.024874 0.005 0.190 0.007
H 1.054459 -0.776517 0.549503 -0.481 -0.264 -0.131
H -0.153925 -0.993518 -0.663121 0.176 -0.235 0.357
H -0.595918 1.484390 1.101481 0.150 0.145 -0.003
H -4.083154 2.759702 0.284770 0.164 0.032 0.028
C -3.418992 3.415775 2.243655 -0.089 -0.195 0.006
H -3.759528 4.443269 2.109947 0.007 0.025 0.001
C -4.456173 2.616021 3.027271 0.162 -0.022 -0.025
C -3.866493 1.356068 3.623537 0.150 0.145 0.031
O -2.693980 1.177612 3.831297 0.120 0.115 0.149
O -4.806339 0.471597 3.934613 -0.646 -0.302 0.140
H -4.421681 -0.333126 4.317587 0.201 0.235 -0.077
H -5.311466 2.337640 2.411617 -0.051 0.039 0.057
H -4.823854 3.213707 3.864537 -0.058 -0.026 -0.007
H -2.481829 3.428102 2.804996 -0.023 0.088 -0.085
C -1.412121 5.220324 -1.526663 0.368 0.134 0.067
C -1.438200 4.590060 -2.946132 0.163 0.114 -0.124
H -0.438774 4.291982 -3.257273 -0.103 0.183 -0.010
H -1.856454 5.288454 -3.674632 0.054 -0.030 0.012
H -1.600811 6.295099 -1.566610 0.031 -0.044 0.003
H -0.454761 5.044134 -1.037969 -0.136 0.094 -0.097
H -4.554651 4.398710 -0.752157 0.013 0.060 -0.042
H -3.861957 5.678317 -1.742216 -0.043 -0.069 0.107
H -4.127714 4.153398 -3.507823 -0.033 -0.034 0.065
H -4.142404 2.735651 -2.428782 -0.050 0.234 -0.032
N 1.359651 0.618879 -2.603127 -0.037 0.086 0.079
C 2.247901 1.685543 -3.003616 0.206 0.306 -0.012
H 1.867704 2.610084 -2.567657 0.179 -0.059 -0.121
H 2.249139 1.802717 -4.094318 -0.012 0.044 0.094
C 3.668936 1.428197 -2.481586 0.058 0.412 0.068
N 4.037774 0.029814 -2.636088 -0.098 0.015 -0.358
C 4.876028 -0.691592 -1.859987 0.163 0.251 0.019
O 5.131218 -1.855286 -2.086060 0.176 -0.275 0.145
C 5.469313 0.021637 -0.627368 0.485 -0.704 -0.437
N 4.351847 0.304890 0.240770 -0.402 0.587 0.746
C 4.193322 1.354681 1.069772 -0.639 -0.003 0.273
C 2.896345 1.241870 1.531740 0.499 0.220 -0.055
N 2.367300 0.141766 0.961159 0.278 0.384 0.280
N 3.247368 -0.412488 0.194022 0.122 -0.761 -0.586
C 2.144740 2.186955 2.408730 0.129 0.307 -0.307
N 2.692289 2.145631 3.752962 -0.032 0.075 0.226
H 2.136326 2.716478 4.378953 0.062 0.007 0.046
H 3.641055 2.505380 3.763020 -0.034 0.003 0.064
H 1.102031 1.857233 2.470981 0.074 0.016 -0.100
C 2.208896 3.588439 1.740099 -0.064 -0.226 0.280
H 1.555756 4.281313 2.285162 0.092 -0.022 0.020
H 3.237139 3.961122 1.797796 -0.054 -0.022 0.136
O 1.881153 3.543174 0.375149 -0.210 -0.056 -0.276
H 0.915418 3.487355 0.303561 0.016 0.094 -0.068
H 4.969815 2.071295 1.232584 0.233 0.186 -0.026
H 5.936743 0.972038 -0.901460 -0.209 -0.095 0.055
C 6.493033 -0.895310 0.051081 -0.080 0.218 0.011
H 7.282600 -1.103574 -0.671595 -0.037 -0.064 -0.013
H 6.006348 -1.843082 0.286017 0.058 0.046 -0.073
C 7.094814 -0.306319 1.332408 0.129 0.030 -0.121
C 7.812588 0.996582 1.065104 -0.266 -0.101 0.141
O 7.274662 2.017139 0.713296 -0.143 0.262 -0.092
O 9.121238 0.895574 1.252416 0.716 -0.220 0.125
H 9.578054 1.734159 1.074169 -0.324 0.013 -0.049
H 6.304862 -0.119577 2.063432 0.083 0.025 0.028
H 7.807787 -1.012981 1.754304 -0.120 -0.008 0.046
C 3.170584 -0.709737 -3.531339 -0.178 -0.306 0.090
H 3.148565 -0.237009 -4.514211 -0.009 -0.062 -0.005
C 1.795067 -0.742795 -2.872941 0.114 -0.467 -0.113
H 1.886529 -1.298254 -1.933791 0.008 -0.086 -0.159
H 1.061299 -1.244893 -3.511734 0.064 0.002 0.038
H 3.567440 -1.720543 -3.628006 -0.114 0.163 -0.069
H 4.369137 2.056460 -3.045491 -0.113 0.045 0.076
H 3.705066 1.739715 -1.439411 -0.010 -0.024 -0.018
H -2.366266 -1.882224 -1.558859 0.090 0.094 -0.058
H -4.640434 -1.151505 -0.777073 -0.030 0.083 -0.089
H -4.589691 -0.024069 -2.150421 -0.080 -0.094 0.094
H -4.530736 -1.823575 -3.769796 -0.101 0.063 0.086
H -5.834275 -2.215258 -2.615812 0.068 0.010 -0.034
H -4.344864 -5.125603 -1.705806 -0.079 0.103 0.074
H -5.386325 -3.858618 -1.025680 0.009 -0.053 0.018
H -3.603522 -2.934483 0.304571 -0.038 -0.137 0.016
H -2.035000 -4.782519 -2.437481 0.051 0.005 0.017
H 0.372363 -4.923819 -2.587234 0.009 0.084 0.021
H -1.091822 -6.530803 2.317454 -0.388 -0.224 0.408
```
Positions in Å, forces in eV/Å.

Results
Spin multiplicity: 1
Lowest unoccupied orbital energy: -1.26 eV
Net charge: +1

natural (NBO) atomic charge list, values in e, 8 entries:
1 C -0.20
2 C -0.06
3 C -0.15
4 H 0.21
5 H 0.23
6 O -0.55
7 C -0.08
8 H 0.20


# 2
Density functional theory data (ωB97M-V/def2-TZVPD) for a molecular structure, C44H37NO6PS7W in a non-equilibrium geometry.

Geometry as XYZ:
```
97
Properties=species:S:1:pos:R:3:forces:R:3
W -0.981256 0.236184 0.322372 -1.540 -3.496 1.197
O -0.469937 1.810131 -0.629074 0.893 0.235 -1.436
S 1.669136 2.009439 1.041615 -0.512 0.279 0.027
O 2.162248 1.787726 -0.317243 0.756 0.298 -0.364
O 0.676266 0.895605 1.407792 0.505 0.346 -0.012
C 0.545280 3.481872 0.923016 0.694 -0.013 0.321
C 1.242337 4.576381 0.420910 -0.101 -0.248 -0.003
C 0.701801 5.846171 0.424270 -0.119 0.067 0.135
C -0.523945 6.058796 1.042623 0.065 -0.147 -0.146
C -1.228581 4.973747 1.537902 0.005 0.263 0.122
C -0.721516 3.682405 1.460414 -0.252 -0.256 -0.081
S -2.038629 2.476189 1.735751 -1.692 0.320 0.149
O -2.634653 2.261064 0.415728 0.051 1.404 0.580
O -2.917932 3.062187 2.707968 0.207 0.209 0.286
O -1.541112 1.143473 2.178890 0.179 0.954 0.444
H 2.214156 4.377484 -0.004433 0.176 0.114 -0.132
H 1.239083 6.659936 -0.040814 0.064 0.119 0.046
H -0.943995 7.051876 1.106719 -0.055 0.057 -0.003
H -2.198796 5.092182 1.994460 -0.094 0.142 -0.048
C 2.106768 -3.385644 3.809969 -0.061 -0.043 -0.051
C 0.996194 -2.577701 4.422144 -0.098 0.064 -0.068
C 0.866038 -2.621454 5.807634 0.047 -0.015 0.035
C -0.087452 -1.885824 6.485546 -0.091 0.129 -0.072
C -0.965177 -1.086013 5.770229 0.068 -0.052 0.182
C -0.869073 -1.042552 4.392419 -0.108 0.116 -0.187
C 0.107875 -1.763172 3.701674 -0.629 0.179 -0.174
P 0.057635 -1.531021 1.866814 1.206 -0.736 -0.325
C 1.880547 -1.516732 1.456136 -0.247 0.175 -0.478
C 2.250957 -2.233144 0.317601 -0.210 -0.106 0.390
C 3.496113 -2.076589 -0.262027 0.185 0.169 -0.059
C 4.371512 -1.132038 0.250602 -0.057 -0.240 -0.048
C 4.032360 -0.446903 1.402072 0.026 -0.134 0.041
C 2.817034 -0.642890 2.042918 -0.223 -0.383 0.080
C 2.584655 0.054876 3.351852 -0.071 0.042 0.093
C -0.559781 -3.107026 1.221200 -0.499 -0.350 -0.077
C -0.532555 -4.332793 1.893315 0.004 0.354 -0.164
C -1.089242 -5.456441 1.316891 0.025 -0.227 0.064
C -1.736536 -5.359384 0.096128 0.032 0.281 -0.148
C -1.807754 -4.137404 -0.555975 -0.076 -0.447 0.008
C -1.210424 -3.003534 -0.025829 0.511 0.434 0.564
C -1.174109 -1.711892 -0.793243 -0.283 -0.241 -0.250
H 2.175662 -4.360311 4.295060 -0.021 -0.028 -0.001
H 3.060521 -2.877280 3.957920 0.083 -0.001 -0.093
H 1.961953 -3.524879 2.744237 0.147 -0.150 0.052
H 1.546824 -3.247903 6.368896 0.076 -0.078 0.029
H -0.142162 -1.929972 7.565158 -0.003 -0.027 0.038
H -1.706753 -0.494392 6.286920 -0.096 0.029 -0.026
H -1.546408 -0.414503 3.824832 -0.001 0.003 0.048
H 1.539806 -2.937608 -0.101215 0.045 0.049 -0.109
H 3.762118 -2.648174 -1.140097 0.017 -0.045 -0.088
H 5.313168 -0.938282 -0.239404 0.131 0.005 -0.035
H 4.722437 0.271648 1.819084 0.092 0.109 0.056
H 3.179250 0.964946 3.395140 0.012 0.049 0.058
H 2.885413 -0.590681 4.179184 0.024 0.001 0.076
H 1.538053 0.312385 3.493163 0.139 0.091 0.081
H -0.099959 -4.404841 2.876822 0.106 -0.005 0.140
H -1.019963 -6.411187 1.818699 -0.076 -0.049 0.100
H -2.188345 -6.232520 -0.348726 -0.078 -0.121 -0.051
H -2.329072 -4.066469 -1.500441 -0.036 0.053 -0.101
H -2.084330 -1.715358 -1.421616 0.240 0.215 0.267
H -0.360560 -1.846488 -1.526501 -0.123 0.262 0.433
N -0.082956 0.706988 -1.352570 1.830 1.360 -3.379
C 0.439862 0.883670 -2.566289 -1.170 -0.769 2.398
C 0.647228 -0.291162 -3.415153 0.066 -0.802 -0.411
C 1.343145 -1.432503 -3.007567 -0.013 0.639 -0.006
C 1.521546 -2.492358 -3.878252 0.032 -0.152 -0.118
C 1.008916 -2.441842 -5.166464 -0.014 0.053 0.100
C 0.321846 -1.308740 -5.582106 0.027 -0.176 -0.181
C 0.154330 -0.241630 -4.725646 0.026 0.020 0.390
C 0.861114 2.157330 -3.117790 0.265 1.074 -0.153
C 1.977314 2.149823 -3.973340 -0.255 -0.230 0.398
C 2.519345 3.319113 -4.454155 0.095 0.276 -0.103
C 1.939234 4.538582 -4.131818 -0.009 -0.064 0.043
C 0.813341 4.559772 -3.322621 0.100 0.271 -0.166
C 0.279517 3.394346 -2.811401 -0.113 -0.414 0.077
H 1.792645 -1.428497 -2.025403 -0.069 -0.075 0.029
H 2.077813 -3.360156 -3.552444 0.038 -0.079 0.030
H 1.155839 -3.267264 -5.848918 -0.005 -0.063 -0.008
H -0.078266 -1.259077 -6.584958 -0.022 0.013 -0.081
H -0.356010 0.652546 -5.055464 -0.066 0.051 -0.054
H 2.440643 1.203629 -4.208067 0.097 -0.029 -0.055
H 3.410577 3.286026 -5.067674 -0.007 -0.014 -0.044
H 2.367696 5.461265 -4.498580 -0.004 0.047 -0.035
H 0.348252 5.505354 -3.082002 -0.050 0.057 0.064
H -0.589094 3.438580 -2.172240 -0.002 -0.006 0.028
C -3.445793 -0.263977 -3.418757 0.255 0.511 0.638
S -2.914522 0.885532 -2.070613 -0.826 -0.266 -0.316
C -4.424257 0.954808 -1.173849 0.026 0.187 -0.062
C -4.568299 0.423774 0.061806 0.364 -0.224 -0.498
S -3.406217 -0.558719 0.899053 -0.134 -0.872 0.168
S -6.101509 0.736782 0.846217 -0.021 0.525 -0.748
C -6.803975 1.735548 -0.427845 0.436 -0.211 -0.082
S -8.304953 2.394982 -0.335128 -0.002 -0.033 0.010
S -5.725619 1.958472 -1.794078 -0.270 -0.381 0.981
H -2.572424 -0.430338 -4.040819 0.074 -0.097 -0.096
H -4.226514 0.230214 -3.986315 -0.078 -0.016 -0.139
H -3.812993 -1.196577 -3.002803 0.035 -0.087 0.067
```
Positions in Å, forces in eV/Å.

Results
Spin multiplicity: 1
Lowest unoccupied orbital energy (spin up / spin down): 2.11 / 2.20 eV
Net charge: -1
Energy above the lowest of the compared OMol25 structures with the same formula, charge and spin: 113.84 kcal per mole

Löwdin atomic charge list, values in e, 8 entries:
1 W 1.35
2 O -0.37
3 S 0.88
4 O -0.42
5 O -0.71
6 C -0.29
7 C -0.10
8 C -0.08


net charge of number 2 (C44H37NO6PS7W)?
-1